This record from the OMol25 dataset describes the molecule C4H8O3. The level of theory is ωB97M-V/def2-TZVPD.

Atoms and positions in Å:
1 C -1.15030 -0.52925 -1.39947
2 C -0.17802 0.36246 -0.65131
3 O -1.00563 1.10841 0.31951
4 C 0.88384 -0.39006 0.17991
5 O 2.14298 0.21006 0.15399
6 C 0.28191 -0.24030 1.57401
7 O 0.82130 0.49198 2.37437
8 H -2.04610 0.05560 -1.61573
9 H -0.73256 -0.89682 -2.34023
10 H -1.43836 -1.39093 -0.78915
11 H 0.30862 1.09175 -1.30911
12 H -0.46908 1.79595 0.74940
13 H 0.96757 -1.45113 -0.08191
14 H 2.24772 0.58887 1.04625
15 H -0.63389 -0.80658 1.78948

Forces on atoms 1 to 2 (eV/Å):
0.0 0.1 0.1
-0.4 0.5 0.4

Summary:
frontier orbital gap: 11.0 eV
SMILES string: C[C@@H](O)[C@@H](O)C=O
F_max: 0.82 eV/Å
E_LUMO: 0.033 Ha
E: -10419.2605 eV
ΔE to the lowest compared entry with this formula, charge and spin: 168.17 kJ/mol